Record 1
Density functional theory data (ωB97M-V with the def2-TZVPD basis set) for a molecular structure, C15H15CrF9MgN2O19PS2 in a non-equilibrium geometry.

Spin multiplicity ... 4
E_HOMO (alpha / beta) ... -10.319 / -10.506 eV
Orbital gap (alpha / beta) ... 6.92 / 8.60 eV
E ... -146965.531 eV
LUMO level (alpha / beta) ... -3.4 / -1.9 eV

Cartesian coordinates (Å):
Cr 0.72 22.49 11.37
Mg -1.92 21.20 9.20
C -3.28 21.72 13.60
F -3.25 22.97 13.24
F -2.87 21.68 14.82
F -4.48 21.13 13.58
S -1.94 20.88 12.47
O -0.68 21.62 12.64
O -1.81 19.50 12.91
O -2.42 21.05 11.11
C -3.37 25.35 10.68
F -2.88 25.93 11.71
F -4.45 24.67 11.03
F -3.78 26.25 9.76
S -1.92 24.12 10.00
O -1.16 24.83 8.99
O -1.16 23.73 11.23
O -2.54 23.00 9.32
P 0.59 20.49 9.46
O -0.19 21.81 9.71
O 1.50 21.03 8.35
O -0.76 19.87 9.02
O 0.97 20.66 10.97
C -4.69 17.08 12.91
C -4.99 17.31 11.46
O -5.67 16.08 11.13
C -5.39 15.12 12.04
O -5.83 13.98 11.94
O -4.66 15.69 13.00
F -3.83 17.47 10.75
H -5.50 17.37 13.60
H -3.72 17.50 13.19
H -5.51 18.26 11.33
C 0.79 17.54 11.93
C -0.34 17.23 10.92
O -1.15 16.32 11.65
C -0.42 15.76 12.55
O -0.78 14.85 13.24
O 0.86 16.32 12.60
F 0.13 16.72 9.77
H 0.49 18.36 12.57
H 1.73 17.92 11.52
H -0.77 18.20 10.68
C -6.63 23.40 14.10
C -7.04 24.50 15.09
O -7.91 25.16 14.27
C -8.47 24.28 13.46
O -9.47 24.43 12.88
O -7.70 23.17 13.32
F -5.92 25.20 15.39
H -6.19 22.51 14.54
H -5.79 23.76 13.51
H -7.46 24.16 16.04
C 1.55 19.99 15.15
C 1.85 21.03 14.23
N 2.12 21.85 13.46
H 0.61 19.50 14.88
H 1.37 20.25 16.19
H 2.40 19.31 15.09
C -1.44 17.25 15.55
C -0.66 17.82 16.70
N -0.05 18.36 17.49
H -1.61 16.18 15.68
H -0.87 17.35 14.63
H -2.45 17.65 15.44

Record 2
Density functional theory data (ωB97M-V with the def2-TZVPD basis set) for a molecular structure, C15H15FeN4O10.

Energy relative to the best compared isomer or geometry (same formula, charge and spin) ... 0.0960 eV
Total charge ... -1
E_HOMO (alpha / beta) ... -5.578 / -5.582 eV
Orbital gap (alpha / beta) ... 7.82 / 7.82 eV
E ... -76624.513 eV
LUMO level (alpha / beta) ... 2.2 / 2.2 eV

Cartesian coordinates (Å):
Fe -1.59 0.29 -1.60
O -3.94 -1.06 1.91
C -3.25 -0.74 0.80
O -3.42 0.29 0.19
C -2.38 -1.84 0.30
C -2.28 -3.09 0.87
C -1.45 -4.02 0.26
C -0.74 -3.66 -0.87
C -0.88 -2.37 -1.37
N -1.69 -1.49 -0.79
C -0.13 -1.86 -2.60
O 0.57 -2.65 -3.21
O -0.36 -0.63 -2.85
H -4.49 -0.29 2.11
H -2.86 -3.32 1.76
H -1.35 -5.02 0.68
H -0.07 -4.33 -1.39
O -3.18 1.89 -4.42
N -2.66 1.37 -3.46
O -3.05 0.25 -2.99
O -1.70 1.88 -2.82
C 2.79 1.83 -1.44
C 3.17 1.15 -0.13
C 2.00 1.06 0.89
C 2.46 0.29 2.13
C 1.37 0.14 3.18
C 1.65 2.47 1.31
O 2.41 3.18 1.94
N 0.41 2.91 0.95
C -0.53 2.21 0.17
O -1.58 2.77 -0.09
N -0.24 0.94 -0.23
C 0.87 0.29 0.20
O 1.04 -0.90 0.00
H 3.66 1.88 -2.10
H 2.44 2.85 -1.27
H 2.01 1.29 -1.97
H 3.98 1.68 0.36
H 3.49 0.12 -0.32
H 3.32 0.81 2.55
H 2.78 -0.70 1.79
H 1.03 1.12 3.54
H 1.73 -0.43 4.04
H 0.50 -0.39 2.77
H 0.15 3.85 1.21

Record 3
Density functional theory data (ωB97M-V with the def2-TZVPD basis set) for a molecular structure, C15H15FeN5O2 in a non-equilibrium geometry.

Spin multiplicity ... 5
E_HOMO (alpha / beta) ... -6.259 / -7.530 eV
Orbital gap (alpha / beta) ... 6.69 / 4.31 eV
E ... -61726.679 eV
LUMO level (alpha / beta) ... 0.4 / -3.2 eV

Cartesian coordinates (Å):
C -0.81 1.69 -0.98
C -0.48 0.98 0.30
C -1.16 -0.11 0.73
Fe -1.85 1.58 1.92
C -3.52 0.76 1.70
O -4.54 0.26 1.56
C -2.43 3.05 0.92
O -2.78 3.94 0.30
C -1.49 0.60 3.78
C -2.43 1.68 3.99
C -1.79 2.92 3.60
C -0.45 2.61 3.16
C -0.26 1.18 3.29
H -0.17 1.34 -1.79
H -1.85 1.52 -1.27
H -0.68 2.77 -0.88
H 0.49 1.20 0.74
H -2.04 -0.47 0.21
H -0.78 -0.74 1.54
H -1.68 -0.46 3.96
H -3.44 1.58 4.39
H -2.24 3.91 3.65
H 0.31 3.33 2.88
H 0.67 0.64 3.12
N 3.37 -4.39 -4.03
C 3.26 -3.13 -3.56
N 4.16 -2.18 -3.86
C 3.94 -0.98 -3.35
N 2.97 -0.52 -2.57
C 2.06 -1.45 -2.27
C 2.16 -2.78 -2.74
N 1.11 -3.48 -2.28
C 0.42 -2.61 -1.56
N 0.94 -1.38 -1.51
H 2.70 -5.11 -3.83
H 4.14 -4.68 -4.62
H 4.69 -0.24 -3.60
H -0.50 -2.87 -1.04

What did the second record say?
Density functional theory data (ωB97M-V with the def2-TZVPD basis set) for a molecular structure, C15H15FeN4O10.

Energy relative to the best compared isomer or geometry (same formula, charge and spin) ... 0.0960 eV
Total charge ... -1
E_HOMO (alpha / beta) ... -5.578 / -5.582 eV
Orbital gap (alpha / beta) ... 7.82 / 7.82 eV
E ... -76624.513 eV
LUMO level (alpha / beta) ... 2.2 / 2.2 eV

Cartesian coordinates (Å):
Fe -1.59 0.29 -1.60
O -3.94 -1.06 1.91
C -3.25 -0.74 0.80
O -3.42 0.29 0.19
C -2.38 -1.84 0.30
C -2.28 -3.09 0.87
C -1.45 -4.02 0.26
C -0.74 -3.66 -0.87
C -0.88 -2.37 -1.37
N -1.69 -1.49 -0.79
C -0.13 -1.86 -2.60
O 0.57 -2.65 -3.21
O -0.36 -0.63 -2.85
H -4.49 -0.29 2.11
H -2.86 -3.32 1.76
H -1.35 -5.02 0.68
H -0.07 -4.33 -1.39
O -3.18 1.89 -4.42
N -2.66 1.37 -3.46
O -3.05 0.25 -2.99
O -1.70 1.88 -2.82
C 2.79 1.83 -1.44
C 3.17 1.15 -0.13
C 2.00 1.06 0.89
C 2.46 0.29 2.13
C 1.37 0.14 3.18
C 1.65 2.47 1.31
O 2.41 3.18 1.94
N 0.41 2.91 0.95
C -0.53 2.21 0.17
O -1.58 2.77 -0.09
N -0.24 0.94 -0.23
C 0.87 0.29 0.20
O 1.04 -0.90 0.00
H 3.66 1.88 -2.10
H 2.44 2.85 -1.27
H 2.01 1.29 -1.97
H 3.98 1.68 0.36
H 3.49 0.12 -0.32
H 3.32 0.81 2.55
H 2.78 -0.70 1.79
H 1.03 1.12 3.54
H 1.73 -0.43 4.04
H 0.50 -0.39 2.77
H 0.15 3.85 1.21

- Which of these has the lowest E?
  C15H15CrF9MgN2O19PS2

- Which of these has the highest E?
  C15H15FeN5O2

- Which value of E does entry 3 give?
  -61726.679 eV